{"formula": "C30H23Cl3N7O3Rb", "method": "ωB97M-V with the def2-TZVPD basis set", "species": ["Rb", "Cl", "C", "C", "C", "N", "C", "O", "C", "C", "C", "C", "C", "N", "C", "C", "C", "Cl", "N", "C", "O", "C", "C", "C", "C", "C", "N", "H", "H", "H", "H", "H", "H", "H", "H", "H", "H", "C", "N", "C", "C", "C", "N", "C", "O", "N", "H", "H", "H", "H", "H", "H", "H", "Cl", "C", "C", "C", "C", "C", "C", "C", "H", "H", "H", "H", "H", "H"], "xyz": [[13.53815, 11.16336, 8.48445], [18.12035, 5.06250, 8.30648], [17.56354, 6.66031, 7.79710], [16.22859, 6.92560, 7.95510], [15.70056, 8.23750, 7.73944], [14.35496, 8.53247, 7.93485], [13.47931, 7.53644, 7.68882], [13.62279, 6.44410, 7.09654], [11.98558, 7.80298, 8.05053], [11.00669, 6.93199, 7.55066], [9.71163, 7.13965, 7.93895], [9.36889, 8.18986, 8.76608], [10.39794, 9.05119, 9.13575], [11.65053, 8.85077, 8.77783], [16.60090, 9.28157, 7.34710], [17.93914, 8.91133, 7.05248], [18.39792, 7.63071, 7.31170], [20.08709, 7.31906, 6.94048], [16.09748, 10.61427, 7.25654], [16.88514, 11.65201, 7.09372], [18.12215, 11.71246, 7.01966], [16.22807, 13.05544, 7.13919], [17.02173, 14.15756, 7.38326], [16.39476, 15.38307, 7.40258], [15.01839, 15.51816, 7.24143], [14.31402, 14.34887, 7.04462], [14.92726, 13.16566, 6.96355], [15.53262, 6.21474, 8.36016], [11.29190, 6.03651, 6.99585], [9.00768, 6.41829, 7.59527], [8.34216, 8.31912, 9.09619], [10.16354, 9.91153, 9.72616], [18.64322, 9.62378, 6.69817], [18.05378, 14.13320, 7.61308], [16.97502, 16.31165, 7.59303], [14.46570, 16.48671, 7.20667], [13.21968, 14.35365, 7.01648], [8.47735, 14.71545, 6.13612], [9.09161, 14.47046, 7.40223], [8.74852, 15.21515, 8.50551], [9.27596, 14.85503, 9.72657], [9.99976, 13.59596, 9.75283], [10.52343, 13.08704, 8.65766], [10.28488, 13.65248, 7.45480], [10.95940, 13.49178, 6.41664], [10.12295, 12.94975, 10.87638], [7.82764, 13.89109, 5.90946], [9.27219, 14.77786, 5.37932], [7.90945, 15.66359, 6.14642], [8.16837, 16.11968, 8.30551], [9.05622, 15.50991, 10.58938], [9.87764, 13.42445, 11.74382], [10.73360, 12.16152, 11.04510], [11.62576, 15.49756, 14.00516], [11.52598, 13.79320, 13.67435], [10.41504, 13.09596, 14.16626], [10.24595, 11.71112, 14.05012], [11.18745, 11.03606, 13.30737], [12.29822, 11.66925, 12.79336], [12.55879, 13.09852, 12.95674], [13.70205, 13.74012, 12.44451], [9.68112, 13.66527, 14.70247], [9.32428, 11.26110, 14.35423], [11.03839, 9.97093, 13.13682], [12.99764, 11.02574, 12.26172], [14.46898, 13.24658, 11.81492], [13.77737, 14.82001, 12.57373]], "atomic_forces_ev_per_a": [[-0.15, 0.03, 0.04], [0.15, 0.24, -0.24], [-0.22, -0.89, 0.38], [-0.86, 1.82, 0.22], [0.64, -0.44, -0.43], [-0.98, -1.44, 0.29], [-0.22, 0.59, -0.51], [0.27, 0.11, 0.35], [0.77, -0.20, -0.76], [0.90, -0.31, 0.43], [-0.04, -0.29, -0.09], [0.03, 0.30, 0.06], [-1.04, -0.76, -0.32], [0.60, 0.74, 0.49], [0.29, 0.83, -0.27], [-0.99, -0.34, 0.71], [0.62, 0.46, -0.51], [-0.01, -0.21, 0.11], [-0.53, -1.08, -0.02], [0.22, 0.21, 0.54], [0.97, 0.06, -0.32], [0.16, -1.43, -0.24], [-0.68, 1.10, 0.14], [0.17, 1.78, 0.29], [-0.44, 0.49, -0.39], [-0.01, -0.09, 0.15], [-1.15, -0.02, 0.08], [0.15, -0.39, -0.11], [0.08, 0.54, 0.01], [-0.82, -0.29, -0.09], [0.18, 0.17, 0.01], [0.09, 0.53, 0.37], [0.17, 0.54, -0.17], [0.81, -0.57, -0.08], [-0.25, -0.76, -0.14], [0.77, -0.80, 0.28], [0.30, -0.14, -0.30], [0.51, 0.79, -0.70], [0.55, 0.51, 0.66], [1.47, -1.03, 0.73], [-1.33, 1.26, -0.86], [-0.08, 0.81, -0.99], [0.46, -0.10, -0.56], [0.29, -0.01, -1.26], [-1.44, 0.15, 1.82], [-0.30, -0.13, 2.18], [-0.49, -0.32, -0.40], [-0.36, -0.04, 0.09], [0.20, -0.46, 0.07], [-0.02, -0.43, 0.27], [0.35, -0.83, -0.39], [0.11, -0.23, -0.27], [0.20, 0.00, -0.37], [0.09, 0.20, -0.10], [-1.27, -1.65, 0.43], [0.87, 0.53, 0.08], [-0.61, 1.24, -0.15], [0.81, -0.53, -0.37], [-0.24, -0.17, 0.01], [1.96, 0.43, -0.98], [-0.87, -0.43, 0.11], [-0.35, 0.29, 0.23], [-0.30, -0.25, 0.29], [0.23, 0.07, -0.07], [0.18, 0.43, -0.01], [-0.70, 0.16, 0.62], [0.13, -0.33, -0.09]], "molar_mass_g_mol": 721.39, "total_charge": -2, "energy_ev": -86281.67205, "e_lumo_ev": 3.54, "fmax_ev_per_a": 2.33}

=====

{"formula": "C30H23CoIN5O3", "method": "ωB97M-V with the def2-TZVPD basis set", "species": ["Co", "O", "N", "O", "C", "C", "C", "C", "C", "C", "N", "C", "C", "N", "C", "C", "C", "C", "H", "H", "H", "H", "H", "H", "H", "I", "C", "C", "C", "C", "C", "C", "C", "C", "C", "C", "H", "H", "H", "H", "H", "H", "C", "C", "O", "N", "C", "C", "C", "C", "C", "C", "N", "H", "H", "H", "H", "H", "H", "H", "H", "H", "H"], "xyz": [[0.29884, 0.71434, 0.01775], [0.88709, 1.84848, 7.04283], [0.44390, 2.77067, 6.37197], [0.05504, 3.81516, 6.85591], [0.29528, 2.58625, 4.93734], [-0.20794, 3.65749, 4.22694], [-0.34404, 3.64155, 2.84756], [-0.92610, 4.73044, 2.06056], [-1.02713, 4.63703, 0.73611], [-0.52513, 3.44840, -0.02472], [0.13810, 2.45702, 0.81058], [0.09520, 2.52370, 2.13637], [0.48237, 1.34300, 2.86738], [0.65662, 0.21138, 2.11326], [1.00342, -0.90116, 2.73114], [1.20225, -0.96833, 4.10902], [1.00533, 0.14415, 4.88206], [0.61405, 1.36302, 4.27541], [-0.49315, 4.54170, 4.78216], [-1.29600, 5.60333, 2.58621], [-1.47816, 5.43358, 0.15653], [0.15328, 3.77000, -0.82708], [1.12211, -1.79091, 2.12883], [1.48875, -1.90969, 4.55811], [1.13438, 0.09695, 5.94911], [2.88091, 0.42870, -0.82410], [3.12486, -1.62699, -0.39177], [4.42349, -1.99372, -0.18230], [4.73607, -3.23903, 0.40011], [3.73534, -4.03929, 0.85411], [2.37834, -3.68739, 0.66051], [1.35352, -4.47990, 1.23743], [0.04360, -4.12384, 1.13033], [-0.30722, -3.03454, 0.31027], [0.66270, -2.33108, -0.32929], [2.04936, -2.50941, -0.07256], [5.22226, -1.30272, -0.41712], [5.77238, -3.51158, 0.54582], [3.96063, -4.95247, 1.39122], [1.64040, -5.35906, 1.80060], [-0.73112, -4.69058, 1.62845], [-1.34792, -2.77247, 0.16983], [-1.20545, -2.94771, -2.49873], [-0.45839, -1.66619, -2.34518], [0.29101, -1.35122, -1.29923], [-0.51543, -0.80081, -3.28844], [0.16405, 0.50819, -3.37412], [-0.66708, 1.58986, -2.75134], [-1.16678, 2.54311, -3.56717], [-2.14912, 3.46514, -3.02719], [-2.43575, 3.43962, -1.72675], [-1.61759, 2.61372, -0.77732], [-0.91150, 1.46409, -1.41460], [-0.64996, -3.78822, -2.09488], [-1.39270, -3.12226, -3.55539], [-2.16320, -2.88930, -1.98022], [-1.18172, -1.00158, -4.02323], [0.30104, 0.70928, -4.43197], [1.13586, 0.40230, -2.90748], [-0.92111, 2.54343, -4.62085], [-2.69698, 4.11073, -3.70290], [-3.22873, 4.04744, -1.30859], [-2.24421, 2.22785, 0.03379]], "atomic_forces_ev_per_a": [[-0.48, 0.72, 0.03], [0.21, 0.09, -0.06], [-0.56, -0.28, 0.11], [0.17, 0.14, -0.03], [0.11, 0.06, -0.05], [0.00, 0.08, 0.07], [-0.08, 0.12, 0.01], [0.03, -0.05, 0.09], [-0.03, -0.05, -0.04], [-0.09, -0.26, -0.26], [0.08, 0.16, 0.13], [0.04, -0.11, -0.21], [-0.02, -0.04, -0.06], [0.00, 0.01, -0.04], [0.00, -0.02, -0.08], [0.00, 0.01, 0.07], [0.02, -0.04, -0.06], [0.02, -0.05, 0.06], [0.01, -0.03, 0.00], [0.03, -0.01, -0.01], [0.02, 0.01, 0.04], [0.12, 0.11, 0.11], [-0.01, 0.06, 0.02], [0.00, 0.02, 0.00], [0.00, 0.02, 0.01], [0.23, -0.29, -0.03], [-0.03, 0.14, -0.08], [-0.02, -0.05, 0.01], [0.06, 0.04, -0.02], [0.03, -0.06, 0.06], [-0.04, 0.03, -0.03], [0.03, 0.00, 0.00], [-0.02, -0.04, 0.03], [-0.18, 0.02, -0.01], [0.03, 0.04, -0.14], [0.08, -0.01, 0.00], [0.01, -0.03, 0.03], [-0.01, 0.01, -0.01], [-0.02, 0.02, -0.03], [0.00, 0.02, 0.00], [0.01, 0.02, -0.02], [0.03, -0.03, -0.01], [-0.01, -0.02, 0.01], [0.09, -0.25, 0.27], [0.06, -0.36, 0.11], [-0.14, 0.33, -0.35], [0.01, 0.11, 0.04], [-0.07, -0.14, 0.14], [-0.15, 0.16, -0.14], [-0.03, 0.01, -0.12], [0.07, -0.07, 0.12], [0.11, 0.09, 0.13], [0.19, -0.16, 0.26], [0.06, -0.01, 0.01], [-0.03, 0.01, 0.00], [0.02, 0.01, 0.03], [0.06, 0.02, -0.04], [0.03, -0.03, -0.04], [0.04, -0.10, 0.03], [-0.03, 0.03, 0.04], [0.01, -0.02, 0.01], [0.03, 0.01, -0.02], [-0.14, -0.08, -0.10]], "molar_mass_g_mol": 687.38, "total_charge": 1, "energy_ev": -90794.17371, "spin_multiplicity": 4, "e_lumo_ev": [-3.53, -3.53], "e_above_lowest_ev": 0.000, "s_squared": 3.77, "fmax_ev_per_a": 0.86}

=====

{"formula": "C30H23CoIN5O3", "method": "ωB97M-V with the def2-TZVPD basis set", "species": ["Co", "O", "N", "O", "C", "C", "C", "C", "C", "C", "N", "C", "C", "N", "C", "C", "C", "C", "H", "H", "H", "H", "H", "H", "H", "I", "C", "C", "C", "C", "C", "C", "C", "C", "C", "C", "H", "H", "H", "H", "H", "H", "C", "C", "O", "N", "C", "C", "C", "C", "C", "C", "N", "H", "H", "H", "H", "H", "H", "H", "H", "H", "H"], "xyz": [[-0.00427, -0.09160, 0.35777], [3.21238, -6.38904, -0.85896], [3.49903, -5.91778, 0.22254], [4.24356, -6.42537, 1.02741], [2.84929, -4.63576, 0.61244], [2.77306, -4.40774, 1.93524], [2.10914, -3.24131, 2.43593], [1.98020, -2.96374, 3.80931], [1.31286, -1.83348, 4.20140], [0.77437, -0.99143, 3.21651], [0.90237, -1.23188, 1.92880], [1.55781, -2.33997, 1.53304], [1.66559, -2.57996, 0.10950], [1.10080, -1.65233, -0.69749], [1.16707, -1.82242, -1.99936], [1.82844, -2.90433, -2.58448], [2.39901, -3.85630, -1.78168], [2.30824, -3.72593, -0.37839], [3.20041, -5.12600, 2.62123], [2.39945, -3.64728, 4.53682], [1.18747, -1.58393, 5.24484], [0.20622, -0.10331, 3.46881], [0.66317, -1.08350, -2.61067], [1.87564, -2.98792, -3.66052], [2.89927, -4.70432, -2.21552], [-2.26811, -2.15957, -0.55952], [-3.14770, -0.40389, -1.28543], [-4.16448, -0.46360, -2.14027], [-4.89412, 0.74408, -2.54283], [-4.70022, 1.88684, -1.88394], [-3.68878, 1.94944, -0.82275], [-2.12557, 3.90545, 0.06256], [-0.93567, 3.51399, 0.85571], [-0.67268, 2.21642, 1.52379], [-1.33547, 1.04880, 1.45313], [-2.60854, 0.87169, -0.69573], [-4.50243, -1.41765, -2.52340], [-5.62176, 0.66811, -3.33868], [-5.26628, 2.77764, -2.12775], [-2.26817, 4.97877, 0.02749], [-0.35414, 4.34657, 1.23436], [0.33706, 2.19805, 1.93911], [3.54091, 2.73858, 0.29595], [2.32636, 2.11273, -0.32103], [1.82074, 1.10034, 0.16949], [1.81537, 2.69280, -1.42038], [0.66674, 2.13808, -2.10782], [-0.64146, 2.18345, -1.32652], [-0.91842, 3.49284, -0.73383], [-3.42306, 3.17609, -0.01010], [-3.82335, 1.96552, 0.73441], [-2.70845, 0.91242, 0.85246], [-1.22279, 1.04688, -1.19309], [4.34974, 2.00905, 0.29153], [3.31281, 2.97281, 1.33515], [3.86663, 3.64105, -0.21672], [2.27798, 3.50244, -1.79522], [0.85691, 1.10518, -2.39372], [0.52280, 2.71717, -3.02203], [-0.34876, 4.29895, -1.17880], [-4.25732, 3.86328, -0.11620], [-4.74653, 1.92939, 1.29521], [-3.16040, -0.01358, 1.21090]], "atomic_forces_ev_per_a": [[0.16, 0.20, 0.24], [-0.02, 0.06, -0.02], [-0.14, 0.13, -0.01], [0.07, 0.00, 0.01], [0.06, -0.10, -0.19], [-0.11, 0.09, 0.08], [0.16, -0.17, 0.09], [-0.03, 0.00, 0.01], [0.01, 0.04, -0.08], [-0.01, 0.03, 0.06], [-0.02, -0.06, -0.12], [-0.03, 0.11, -0.13], [-0.06, 0.15, 0.06], [-0.05, -0.11, 0.17], [0.00, 0.01, -0.10], [0.01, 0.05, 0.03], [0.00, -0.04, 0.10], [0.12, -0.10, 0.01], [0.01, 0.02, 0.00], [0.01, 0.00, 0.00], [-0.01, -0.01, 0.00], [-0.01, -0.01, 0.01], [-0.03, 0.00, 0.00], [-0.01, 0.00, 0.00], [0.02, -0.05, -0.01], [0.02, 0.00, -0.03], [0.01, 0.00, 0.03], [-0.09, 0.09, -0.05], [0.05, -0.11, 0.03], [0.02, 0.02, 0.05], [-0.01, 0.00, -0.04], [-0.01, -0.09, -0.04], [-0.02, 0.01, 0.11], [0.14, -0.03, -0.10], [-0.14, 0.01, -0.11], [0.18, -0.01, -0.05], [0.00, 0.00, 0.00], [0.00, -0.01, -0.01], [0.01, 0.01, 0.00], [0.00, 0.00, 0.00], [-0.01, 0.00, 0.04], [0.00, -0.01, -0.01], [0.00, 0.00, 0.01], [-0.08, 0.00, -0.09], [0.03, -0.18, 0.03], [0.03, 0.03, 0.12], [-0.04, 0.02, -0.09], [0.11, -0.03, 0.18], [0.03, 0.04, -0.07], [-0.06, 0.09, -0.02], [0.03, -0.02, 0.05], [0.00, -0.04, 0.09], [-0.35, 0.05, -0.25], [0.00, 0.00, 0.00], [0.02, 0.01, 0.00], [0.00, 0.00, 0.00], [-0.01, 0.01, -0.01], [0.01, -0.02, 0.03], [0.02, -0.03, -0.01], [-0.01, -0.01, -0.02], [0.01, 0.01, 0.00], [0.00, 0.00, 0.01], [-0.01, 0.00, -0.03]], "molar_mass_g_mol": 687.38, "total_charge": 1, "energy_ev": -90793.38137, "spin_multiplicity": 4, "e_lumo_ev": [-3.46, -3.47], "e_above_lowest_ev": 0.792, "s_squared": 3.76, "fmax_ev_per_a": 0.43}